14
Properties=species:S:1:pos:R:3:forces:R:3 method="wB97M-V/def2-TZVPD" largest_force_ev_per_a=3.1 orbital_gap_ev=10.2 lumo_energy_ha=0.041 smiles=CCN(C)O
C -1.22720 1.04561 -0.68329 0.106 -0.255 0.324
C 0.21395 0.86131 -0.24507 1.582 -0.072 -2.114
N 0.49299 -0.14337 0.72887 2.629 -0.653 1.463
C -0.09906 -1.44206 0.49884 0.199 0.020 -0.183
O 2.05178 -0.34379 0.42139 -2.199 -0.103 0.237
H -1.60753 0.18624 -1.23099 -0.016 -0.070 -0.002
H -1.30414 1.91486 -1.33339 0.058 0.024 0.022
H -1.86133 1.20968 0.18733 -0.133 0.058 0.012
H 0.64966 1.79933 0.10820 -0.198 -0.043 0.066
H 0.91681 0.50855 -1.07492 -1.301 0.974 0.063
H 0.06196 -1.81131 -0.52010 0.012 -0.026 -0.064
H -1.17065 -1.36353 0.68942 0.013 0.061 -0.002
H 0.32391 -2.14819 1.21060 -0.027 0.019 -0.048
H 2.55887 -0.27332 1.24309 -0.726 0.068 0.226